[1]
DFT (ωB97M-V/def2-TZVPD) results for a structure of composition C33H31N6OPtS2SeTe.

```
76
C33H31N6OPtS2SeTe, DFT ωB97M-V/def2-TZVPD
Pt 0.797 -0.414 2.070
N -0.608 1.071 5.777
C -1.812 1.810 5.630
C -2.138 2.829 6.508
C -3.315 3.539 6.318
C -4.136 3.263 5.236
C -3.788 2.265 4.337
C -2.639 1.520 4.554
S -2.197 0.155 3.528
N -0.493 0.321 3.574
C 0.081 0.666 4.673
C 1.564 0.609 4.684
C 2.334 1.046 5.741
C 3.718 0.957 5.659
C 4.280 0.446 4.509
C 3.451 0.039 3.474
N 2.122 0.105 3.558
H -0.073 1.280 6.603
H -1.483 3.062 7.339
H -3.582 4.321 7.016
H -5.047 3.826 5.087
H -4.414 2.048 3.482
H 1.881 1.470 6.626
H 4.336 1.294 6.480
H 5.351 0.360 4.391
H 3.842 -0.350 2.543
C -0.106 -3.700 -4.169
S -1.250 -3.035 -2.953
O -0.415 -2.563 -1.807
C -1.685 -1.560 -3.878
C -2.825 -1.544 -4.665
C -3.155 -0.382 -5.352
C -2.352 0.744 -5.234
C -1.217 0.716 -4.430
C -0.880 -0.439 -3.742
H 0.666 -2.954 -4.354
H -0.657 -3.927 -5.081
H 0.324 -4.609 -3.752
H -3.453 -2.425 -4.741
H -4.040 -0.356 -5.973
H -2.613 1.648 -5.767
H -0.591 1.594 -4.336
H -0.012 -0.480 -3.093
C 2.418 1.161 -5.381
C 2.390 0.567 -3.999
C 2.618 -0.788 -3.794
C 2.606 -1.357 -2.527
C 2.884 -2.830 -2.397
C 2.363 -0.540 -1.406
Te 2.487 -1.538 0.471
C 2.180 0.835 -1.586
C 2.075 1.831 -0.460
C 2.171 1.356 -2.882
H 2.324 0.390 -6.144
H 3.357 1.691 -5.556
H 1.609 1.879 -5.522
H 2.818 -1.425 -4.650
H 3.037 -3.278 -3.379
H 2.056 -3.334 -1.896
H 3.787 -3.015 -1.811
H 1.807 1.367 0.488
H 1.345 2.611 -0.690
H 3.036 2.331 -0.320
H 2.017 2.424 -3.009
Se -2.472 -4.018 1.585
N -3.388 -3.116 0.373
C -2.707 -2.012 0.141
C -3.089 -0.987 -0.771
C -2.248 0.062 -0.918
C -1.047 0.137 -0.156
N -0.681 -0.753 0.728
C -1.483 -1.866 0.886
N -1.183 -2.819 1.733
H -4.012 -1.079 -1.328
H -2.456 0.862 -1.614
H -0.388 0.987 -0.277
```

As for the HOMO energy: -9.12 eV. The frontier orbital gap comes out at 5.608 eV. As for the multiplicity: 1. The value obtained for the LUMO energy is -3.515 eV. Its charge is +1.

***

[2]
DFT (ωB97M-V/def2-TZVPD) results for a cluster of 7 separate species, C32H80N5O8 in total at a distorted geometry.

```
125
C32H80N5O8, DFT ωB97M-V/def2-TZVPD
C 1.588 1.464 -3.839
C 1.600 2.529 -4.993
C 2.041 2.040 -6.339
N 2.146 3.200 -7.414
C 2.691 2.685 -8.815
C 0.742 3.795 -7.703
C 0.595 5.271 -7.348
C 2.042 5.694 -6.963
C 3.022 4.469 -7.055
H 2.549 0.949 -3.821
H 0.810 0.732 -4.057
H 1.383 1.937 -2.879
H 2.263 3.328 -4.661
H 0.647 3.057 -5.011
H 1.323 1.314 -6.721
H 3.065 1.671 -6.407
H 2.621 3.423 -9.614
H 2.021 1.830 -8.899
H 3.730 2.387 -8.674
H 0.477 3.623 -8.747
H -0.043 3.182 -7.260
H 0.130 5.917 -8.093
H -0.109 5.387 -6.525
H 2.412 6.455 -7.651
H 2.010 6.146 -5.972
H 3.777 4.632 -7.824
H 3.403 4.263 -6.054
C -2.156 6.738 -1.073
N -1.699 5.273 -1.019
C -0.708 4.929 -2.247
C -0.912 4.973 0.242
C -2.852 4.276 -1.165
C -4.010 4.356 -0.106
O -3.743 4.031 1.266
H -2.561 6.936 -0.081
H -2.938 6.836 -1.827
H -1.375 7.469 -1.284
H -0.313 5.915 -2.491
H -1.240 4.516 -3.104
H 0.185 4.341 -2.036
H -0.100 5.651 0.503
H -0.557 3.949 0.363
H -1.621 5.052 1.066
H -2.372 3.298 -1.138
H -3.201 4.395 -2.191
H -4.657 3.548 -0.448
H -4.573 5.289 -0.109
H -4.588 3.723 1.602
C -1.666 -5.525 0.207
N -2.161 -5.494 1.695
C -3.323 -4.446 1.787
C -2.659 -6.927 2.118
C -0.968 -5.183 2.716
C -0.096 -3.937 2.338
O -0.907 -2.759 2.075
H -1.464 -4.498 -0.095
H -2.322 -6.028 -0.504
H -0.691 -6.007 0.285
H -4.193 -4.869 1.285
H -3.103 -3.462 1.372
H -3.660 -4.315 2.815
H -3.145 -6.888 3.093
H -1.821 -7.617 2.016
H -3.403 -7.386 1.466
H -0.318 -6.057 2.670
H -1.514 -5.281 3.654
H 0.456 -3.992 1.400
H 0.667 -3.813 3.107
H -0.365 -1.975 1.962
C 5.455 -3.036 5.817
N 4.499 -3.989 5.022
C 4.793 -5.481 5.284
C 3.093 -3.767 5.512
C 4.556 -3.834 3.533
C 4.386 -2.274 2.984
O 2.968 -2.087 2.926
H 6.449 -3.054 5.369
H 5.471 -3.332 6.866
H 4.920 -2.098 5.677
H 5.855 -5.628 5.086
H 4.120 -6.119 4.711
H 4.535 -5.696 6.321
H 3.032 -4.047 6.564
H 2.316 -4.166 4.860
H 2.876 -2.701 5.571
H 3.784 -4.529 3.202
H 5.550 -4.256 3.386
H 4.833 -2.245 1.990
H 4.751 -1.461 3.612
H 2.876 -1.512 2.163
C -4.188 1.314 4.453
N -2.819 0.848 3.842
C -2.854 0.723 2.327
C -1.848 2.042 4.091
C -2.245 -0.526 4.406
C -3.221 -1.707 4.339
O -4.185 -1.610 5.339
H -5.000 0.690 4.080
H -4.453 2.350 4.241
H -3.975 1.145 5.508
H -3.486 1.537 1.971
H -3.347 -0.211 2.056
H -1.959 0.807 1.711
H -2.171 2.983 3.646
H -0.887 1.676 3.729
H -1.955 2.154 5.170
H -2.050 -0.221 5.434
H -1.315 -0.632 3.848
H -2.749 -2.679 4.482
H -3.751 -1.709 3.386
H -4.512 -2.503 5.470
C 0.621 0.409 -0.586
C 1.112 -0.290 0.638
O 2.286 -0.652 0.658
O 0.333 -0.389 1.642
H 0.340 1.378 -0.175
H -0.314 0.043 -1.010
H 1.384 0.442 -1.364
C 0.427 -2.755 -3.134
C -0.625 -3.837 -3.403
O -0.538 -4.487 -4.456
O -1.546 -3.978 -2.568
H 0.464 -1.955 -3.874
H 1.404 -3.224 -3.023
H 0.216 -2.275 -2.178
```

As for the HOMO energy (alpha / beta): -16.01 / -16.01 eV. The frontier orbital gap (alpha / beta) comes out at 8.567 / 5.947 eV. As for the multiplicity: 2. The value obtained for the LUMO energy (alpha / beta) is -7.445 / -10.065 eV. Its charge is +4. The expectation value of S² is 0.7549.

***

[3]
DFT (ωB97M-V/def2-TZVPD) results for a structure of composition CH3O2S2 at a distorted geometry.

```
8
CH3O2S2, DFT ωB97M-V/def2-TZVPD
C -0.049 -0.593 -1.046
O -1.455 -0.470 -1.140
O -0.064 1.787 -0.165
S -0.384 0.692 2.953
S -0.654 0.521 0.284
H 0.422 0.072 -1.725
H 0.246 -1.590 -0.822
H 0.669 1.538 2.573
```

The energy above the lowest of the compared OMol25 structures with the same formula, charge and spin comes out at 72.6 kcal/mol. As for the HOMO energy: -3.20 eV. The frontier orbital gap comes out at 7.128 eV. As for the multiplicity: 1. The value obtained for the LUMO energy is 3.925 eV. Its charge is -1.

***

[4]
DFT (ωB97M-V/def2-TZVPD) results for a structure of composition C16H18BFN6W at a distorted geometry.

```
43
C16H18BFN6W, DFT ωB97M-V/def2-TZVPD
H 1.104 -1.965 0.675
N 1.015 -0.376 -0.730
B 0.641 0.947 -2.851
N 1.184 -0.320 -2.128
C 1.460 -1.557 -2.569
W 0.510 1.331 0.279
H 1.565 -1.723 -3.633
C 1.501 -2.434 -1.487
H 1.685 -3.498 -1.503
C 1.213 -1.679 -0.360
H 0.775 0.902 -4.042
C 2.082 1.108 1.559
H 2.686 0.199 1.581
H 1.636 1.252 2.558
H 2.754 1.958 1.370
N 1.382 2.183 -2.246
N -0.872 1.049 -2.490
N 1.310 2.571 -0.866
N -1.262 1.526 -1.220
C 2.485 2.734 -2.765
C -1.878 0.330 -2.995
H 2.745 2.528 -3.799
H -1.784 -0.094 -3.982
C 3.113 3.536 -1.813
C -2.965 0.359 -2.112
C 2.374 3.467 -0.640
C -2.610 1.130 -1.048
H 4.018 4.119 -1.948
H -3.922 -0.121 -2.251
H 2.561 3.867 0.336
H -3.175 1.488 -0.205
H -1.262 2.543 -1.272
F -2.415 -2.527 4.622
C -1.788 -1.735 3.690
C -0.405 -1.783 3.597
C 0.209 -0.956 2.634
C -0.511 -0.053 1.830
C -1.896 -0.052 1.971
C -2.559 -0.895 2.891
H 0.191 -2.435 4.231
H 1.288 -1.047 2.541
H -2.512 0.597 1.354
H -3.642 -0.875 2.966
```

The energy above the lowest of the compared OMol25 structures with the same formula, charge and spin comes out at 53.2 kcal/mol. As for the HOMO energy (alpha / beta): -14.08 / -14.28 eV. The frontier orbital gap (alpha / beta) comes out at 5.791 / 6.386 eV. As for the multiplicity: 3. The value obtained for the LUMO energy (alpha / beta) is -8.289 / -7.889 eV. Its charge is +2. The expectation value of S² is 2.0158.